ORCA calculation (ωB97M-V/def2-TZVPD) on a gas-phase ion, C6H5ClF3N2O2 (charge -1) in a non-equilibrium geometry.

Properties
* HOMO level: -4.22 eV
* SMILES: CC1=NN(C(=O)[O-])[C@](Cl)(C(F)(F)F)C1
* LUMO: 3.33 eV
* frontier orbital gap: 7.55 eV
* energy relative to the best compared isomer or geometry (same formula, charge and spin): 0.0 kcal/mol

```
! wB97M-V def2-TZVPD RIJCOSX def2/J DEFGRID3
* xyz -1 1
C 1.8872 1.9564 0.8055
C -1.0255 -0.6752 -0.1269
C -0.5345 0.0267 -1.3171
C -0.1368 -0.0719 0.9359
C -1.2351 0.0047 -2.6141
C 0.6191 -1.0811 1.7896
N 0.5129 0.7201 -1.1539
N 0.9586 0.7588 0.1033
O 2.2925 1.6276 1.8859
O 1.8523 2.9021 0.0691
F 1.5518 -1.7137 1.0606
F 1.2179 -0.8876 2.9793
F -0.1960 -2.1572 2.1679
Cl -0.7987 0.9505 2.3167
H -2.0442 -0.5672 0.0249
H -0.7554 -1.7319 -0.1445
H -0.4825 -0.0059 -3.4331
H -1.8176 0.8401 -2.6956
H -1.8659 -0.8954 -2.6534
*
```

Atomic partial charges in e from the Löwdin method, atoms 1 to 5: number 1, C, carries -0.724; number 2, C, carries -0.095; number 3, C, carries -0.396; number 4, C, carries -0.549; number 5, C, carries -0.050

ORCA calculation (ωB97M-V/def2-TZVPD) on a single C6H5ClS molecule in a non-equilibrium geometry.

Properties
* HOMO level: -8.59 eV
* SMILES: S=C1C(Cl)=C[C@H]2C[C@@H]12
* LUMO: -0.75 eV
* frontier orbital gap: 7.84 eV
* energy relative to the best compared isomer or geometry (same formula, charge and spin): 39.2 kcal/mol

```
! wB97M-V def2-TZVPD RIJCOSX def2/J DEFGRID3
* xyz 0 1
C -1.1256 0.7054 0.8214
C -1.0686 0.6810 -0.5906
C -0.1346 -0.1793 -1.1033
C 1.3364 0.0479 -0.7524
C 0.4583 -0.9107 0.0480
C -0.2264 -0.3849 1.3104
H -1.5408 1.4100 -1.3683
H -0.2324 -0.6697 -2.0910
H 1.5399 0.9742 -0.1823
H 2.1920 -0.2690 -1.2543
H 0.7406 -1.9771 0.2866
S 0.0752 -0.8313 2.8193
Cl -2.0140 1.4035 2.0565
*
```

Atomic partial charges in e from the Löwdin method, atoms 1 to 5: number 1, C, carries -0.705; number 2, C, carries -0.047; number 3, C, carries -0.295; number 4, C, carries -0.009; number 5, C, carries -0.250

ORCA calculation (ωB97M-V/def2-TZVPD) on a gas-phase ion, C6H5F (charge -1) in a non-equilibrium geometry.

Properties
* HOMO level (alpha / beta): 1.05 / -3.58 eV
* LUMO (alpha / beta): 4.72 / 4.60 eV
* frontier orbital gap (alpha / beta): 3.67 / 8.18 eV
* ⟨S²⟩: 0.761

```
! wB97M-V def2-TZVPD RIJCOSX def2/J DEFGRID3
* xyz -1 2
F -10.5860 -6.3315 -21.0420
C -10.2060 -5.1177 -20.4478
C -8.9239 -4.9381 -19.9817
C -8.5958 -3.6427 -19.4774
C -9.5826 -2.6080 -19.4780
C -10.8802 -2.9362 -19.9180
C -11.2207 -4.2033 -20.3565
H -8.2651 -5.7934 -20.0109
H -7.6491 -3.3706 -19.0345
H -9.3016 -1.6174 -19.1521
H -11.7046 -2.2385 -19.9186
H -12.2438 -4.4303 -20.6176
*
```

Atomic partial charges in e from the Löwdin method, atoms 1 to 5: number 1, F, carries -0.050; number 2, C, carries -0.347; number 3, C, carries -0.131; number 4, C, carries -0.204; number 5, C, carries -0.180

ORCA calculation (ωB97M-V/def2-TZVPD) on a molecular structure, C6H5F2NO6PS3 in a non-equilibrium geometry.

Properties
* HOMO level: -6.29 eV
* LUMO: 0.24 eV
* frontier orbital gap: 6.53 eV

```
! wB97M-V def2-TZVPD RIJCOSX def2/J DEFGRID3
* xyz -1 1
O 3.3478 -1.8185 1.8668
C 2.6468 -0.8904 2.1369
C 3.2648 0.3674 2.6243
C 2.5056 1.3706 2.9739
C 1.0353 1.2486 2.8473
O 0.3427 2.1801 3.1240
C 0.4161 -0.0100 2.3504
P -1.4043 -0.0037 2.2141
S -1.8824 0.8431 0.5180
C 1.1771 -1.0227 2.0063
H 4.3393 0.4168 2.6733
H 2.9224 2.2934 3.3401
H -1.8875 -1.3292 2.2114
H -1.9215 0.7378 3.2953
H 0.7633 -1.9412 1.6210
N -2.1918 -0.5537 -3.2334
S -1.7555 0.9288 -3.5782
O -2.3684 1.5122 -4.7306
O -0.3881 1.2624 -3.3321
F -2.5105 1.6673 -2.3813
S -1.6861 -1.6197 -4.2717
O -2.3542 -2.8754 -4.1263
O -0.2777 -1.6680 -4.5135
F -2.2733 -1.0899 -5.6582
*
```

Atomic partial charges in e from the Löwdin method, atoms 1 to 5: number 1, O, carries 0.124; number 2, C, carries -0.385; number 3, C, carries 0.019; number 4, C, carries 0.020; number 5, C, carries -0.410

ORCA calculation (ωB97M-V/def2-TZVPD) on a single C6H5F6NO2 molecule in a non-equilibrium geometry.

Properties
* HOMO level: -9.69 eV
* LUMO: 0.29 eV
* frontier orbital gap: 9.98 eV
* energy relative to the best compared isomer or geometry (same formula, charge and spin): 25.7 kcal/mol

```
! wB97M-V def2-TZVPD RIJCOSX def2/J DEFGRID3
* xyz 0 1
C -1.7680 -0.5558 0.7731
C -0.3301 -0.6638 1.3614
C -0.7591 0.3799 -1.3466
C 0.5885 -0.2560 0.2451
C 1.3854 -1.2814 -0.4705
C 1.2361 1.1474 0.5407
N -1.8115 0.1241 -0.4192
O -2.7760 -0.9901 1.2420
O -0.6107 1.6140 -1.8349
F 2.1817 -2.0852 0.4156
F 0.5920 -2.1889 -1.0397
F 2.2915 -0.8915 -1.3760
F 2.3482 1.1149 1.2351
F 1.5415 1.8105 -0.6243
F 0.3523 1.9197 1.1920
H -0.2794 0.0374 2.2437
H -0.1176 -1.7406 1.7802
H -0.4874 -0.3972 -2.0491
H -2.7294 0.5054 -0.5752
H -0.8479 2.3972 -1.2934
*
```

Atomic partial charges in e from the Löwdin method, atoms 1 to 5: number 1, C, carries -0.461; number 2, C, carries -0.018; number 3, C, carries -0.154; number 4, C, carries -0.076; number 5, C, carries -0.549

ORCA calculation (ωB97M-V/def2-TZVPD) on a molecular structure, C6H5FI4V in a non-equilibrium geometry.

Properties
* HOMO level (alpha / beta): -5.57 / -5.56 eV
* LUMO (alpha / beta): 1.69 / 2.64 eV
* frontier orbital gap (alpha / beta): 7.26 / 8.20 eV
* energy relative to the best compared isomer or geometry (same formula, charge and spin): 3.6 kcal/mol
* ⟨S²⟩: 2.058

```
! wB97M-V def2-TZVPD RIJCOSX def2/J DEFGRID3
* xyz -1 3
V -0.9463 0.2394 -3.5407
I -2.9296 -1.4145 -2.6194
I -1.0693 2.6804 -2.3589
I -1.8276 0.7159 -6.1128
I 1.4526 -0.8098 -3.8809
F -0.1631 -0.3151 -1.0611
C 0.1357 -0.2118 0.2437
C 1.1492 -1.0018 0.7356
C 1.4690 -0.8871 2.0920
C 0.7764 -0.0273 2.9177
C -0.2591 0.7495 2.3840
C -0.5718 0.6618 1.0409
H 1.7109 -1.6907 0.1230
H 2.2940 -1.5058 2.4237
H 0.9874 0.1078 3.9714
H -0.8603 1.4067 2.9971
H -1.3481 1.3024 0.6446
*
```

Atomic partial charges in e from the Löwdin method, atoms 1 to 5: number 1, V, carries -0.726; number 2, I, carries -0.021; number 3, I, carries 0.031; number 4, I, carries -0.074; number 5, I, carries 0.050

ORCA calculation (ωB97M-V/def2-TZVPD) on a single C6H5FOS molecule in a non-equilibrium geometry.

Properties
* HOMO level: -10.00 eV
* LUMO: -0.37 eV
* frontier orbital gap: 9.63 eV
* energy relative to the best compared isomer or geometry (same formula, charge and spin): 0.0 kcal/mol

```
! wB97M-V def2-TZVPD RIJCOSX def2/J DEFGRID3
* xyz 0 1
C 1.9943 0.0896 0.0197
C 1.1491 1.1015 0.4789
C 1.4122 -1.1355 -0.2806
C -0.2343 1.0829 0.1776
C 0.0348 -1.2290 -0.4925
C -0.8329 -0.1243 -0.2331
O -3.1432 1.2552 -0.1097
F -2.9526 -0.9517 1.0416
S -2.6410 -0.0116 -0.4702
H 3.0318 0.1458 0.0642
H 1.6591 2.0559 0.7932
H 1.8643 -2.0694 -0.6174
H -0.8985 2.0008 0.4034
H -0.4432 -2.2105 -0.7751
*
```

Atomic partial charges in e from the Löwdin method, atoms 1 to 5: number 1, C, carries -0.073; number 2, C, carries -0.071; number 3, C, carries -0.086; number 4, C, carries -0.085; number 5, C, carries -0.081

ORCA calculation (ωB97M-V/def2-TZVPD) on 2 unconnected molecules or ions with the total composition C6H5IN2O in a non-equilibrium geometry.

Properties
* HOMO level: -9.36 eV
* SMILES: [O-][N+]#CI.c1ccncc1
* LUMO: -0.55 eV
* frontier orbital gap: 8.81 eV
* energy relative to the best compared isomer or geometry (same formula, charge and spin): 30.9 kcal/mol

```
! wB97M-V def2-TZVPD RIJCOSX def2/J DEFGRID3
* xyz 0 1
C 0.0020 1.2156 -0.5219
C 0.2806 -0.0883 -0.8585
C -0.5506 1.4591 0.7580
C 2.7745 -1.0044 0.3529
C 0.0275 -1.1171 0.0401
C -0.5428 -0.8032 1.2581
N -0.7578 0.4605 1.6350
N 2.4981 -2.1021 0.6388
O 1.9456 -3.0822 1.0466
I 3.7941 0.6149 -0.3100
H 0.0886 2.1327 -1.2539
H 0.6955 -0.4160 -1.8778
H -0.6619 2.3972 1.2461
H 0.1443 -2.1433 -0.2819
H -0.6837 -1.6903 1.9226
*
```

Atomic partial charges in e from the Löwdin method, atoms 1 to 5: number 1, C, carries -0.109; number 2, C, carries -0.165; number 3, C, carries -0.140; number 4, C, carries -0.639; number 5, C, carries -0.144

no.,calculated total energy (eV)
1,-34053.7801
2,-29657.9462
3,-9019.0328
4,-67308.0127
5,-28192.2890
6,-67117.4734
7,-21901.5798
8,-19427.1745